The following is a DFT calculation (wB97M-V/def2-TZVPD) of a gas-phase ion, C5H14N2O (charge +1) at a distorted geometry.

```
22
Properties=species:S:1:pos:R:3:lowdin_spin:R:1
N -2.390 1.145 -0.292 0.009
C -1.352 1.864 -1.047 0.004
C 0.102 1.540 -0.553 0.074
N 0.287 0.070 -0.545 0.690
C 0.484 -0.475 1.881 0.059
C 1.239 -0.392 0.492 0.052
C 1.581 -1.927 -0.061 0.027
O 0.268 -2.414 -0.369 0.004
H -2.011 0.391 0.299 0.000
H -3.126 0.997 -0.993 0.000
H -1.521 3.043 -0.939 0.000
H -1.386 1.763 -2.201 0.000
H 0.814 2.048 -1.219 0.023
H 0.219 1.909 0.476 0.024
H -0.453 -0.572 -0.578 0.019
H 0.156 0.452 2.295 0.004
H 0.981 -1.257 2.543 0.007
H -0.473 -0.812 1.475 0.001
H 2.141 0.244 0.412 0.002
H 2.297 -1.871 -0.932 0.000
H 1.921 -2.559 0.844 0.001
H 0.221 -3.188 -0.987 0.001
```

Values from the calculation:
HOMO-LUMO gap (spin up / spin down) (hartree): 0.3871 / 0.2058
2S+1: 2
Energy relative to the best compared isomer or geometry (same formula, charge and spin) (eV): 2.567
Total charge: +1
E_HOMO (spin up / spin down) (eV): -13.195 / -13.160

The following is a DFT calculation (wB97M-V/def2-TZVPD) of 2 unconnected molecules or ions with the total composition C5H14N2O.

```
22
Properties=species:S:1:pos:R:3:nbo_charge:R:1
C -1.815 -0.837 -0.360 -0.418
C -1.470 0.488 0.250 -0.406
C -2.816 -0.123 0.492 -0.100
C 3.077 -1.314 0.111 -0.772
C 2.475 0.010 -0.017 0.755
N -4.003 0.461 -0.178 -0.663
N 3.581 1.154 -0.066 -0.788
O 1.369 0.385 -0.094 -0.437
H -1.991 -0.875 -1.424 0.236
H -1.365 -1.735 0.028 0.253
H -1.403 1.347 -0.398 0.231
H -3.058 -0.511 1.472 0.254
H 2.517 -1.894 0.847 0.299
H 2.963 -1.854 -0.833 0.305
H 4.128 -1.309 0.378 0.259
H -4.596 -0.278 -0.584 0.456
H -3.709 1.094 -0.938 0.448
H -4.568 1.001 0.492 0.459
H 3.992 1.219 -1.007 0.462
H 3.136 2.060 0.144 0.461
H 4.347 0.988 0.602 0.456
H -0.788 0.524 1.084 0.249
```

Values from the calculation:
HOMO-LUMO gap (hartree): 0.4307
Energy relative to the best compared isomer or geometry (same formula, charge and spin) (eV): 0.064
Total charge: +2
E_HOMO (eV): -18.340

The following is a DFT calculation (wB97M-V/def2-TZVPD) of 2 unconnected molecules or ions with the total composition C5H14N2O2 at a distorted geometry.

```
23
Properties=species:S:1:pos:R:3:nbo_charge:R:1
C 1.702 -0.416 1.205 -0.613
C 1.098 -0.271 -0.184 -0.059
N 2.009 0.438 -1.060 -0.857
C 0.746 -1.643 -0.782 -0.080
O 0.766 -1.661 -2.189 -0.717
H 1.032 -0.994 1.836 0.213
H 1.842 0.560 1.667 0.201
H 2.668 -0.909 1.138 0.213
H 0.092 0.272 -0.058 0.148
H 1.555 0.661 -1.939 0.368
H 2.337 1.294 -0.629 0.360
H -0.297 -1.867 -0.499 0.216
H 1.425 -2.406 -0.381 0.148
H 1.673 -1.482 -2.466 0.467
C -2.167 1.599 -0.397 -0.719
C -1.982 0.310 0.382 0.669
N -1.845 0.492 1.733 -0.837
O -2.219 -0.794 -0.080 -0.617
H -2.038 1.395 -1.457 0.245
H -3.180 1.971 -0.242 0.239
H -1.467 2.360 -0.067 0.215
H -1.820 1.410 2.141 0.393
H -1.930 -0.318 2.325 0.405
```

Values from the calculation:
HOMO-LUMO gap (hartree): 0.3608
SMILES string: C[C@@H](N)CO.CC(N)=O
Energy relative to the best compared isomer or geometry (same formula, charge and spin) (eV): 0.911
E_HOMO (eV): -9.136

The following is a DFT calculation (wB97M-V/def2-TZVPD) of C5H14N2O2S in the gas phase at a distorted geometry.

```
24
Properties=species:S:1:pos:R:3:nbo_charge:R:1
C -1.934 1.049 -1.042 -0.624
C 1.974 1.588 1.877 -0.417
C -1.274 -1.809 -1.169 -0.403
C 1.001 -1.235 -1.516 -0.406
C -0.594 0.405 -0.657 0.278
N 1.112 1.046 2.794 -0.820
N -0.388 -0.750 -1.368 -0.459
O -0.758 0.170 0.897 -0.870
O 0.999 -1.359 1.941 -0.955
S 0.082 -0.344 2.269 1.682
H -2.308 1.806 -0.296 0.228
H -2.647 0.283 -1.193 0.210
H -1.869 1.534 -2.106 0.219
H 2.307 0.704 1.153 0.192
H 1.454 2.256 1.266 0.172
H 2.836 1.937 2.336 0.203
H -0.839 -2.466 -0.364 0.184
H -2.304 -1.429 -0.749 0.209
H -1.475 -2.385 -1.982 0.193
H 1.355 -1.670 -0.623 0.206
H 0.825 -1.856 -2.357 0.204
H 1.691 -0.376 -1.787 0.199
H 0.205 1.207 -0.620 0.204
H 0.547 1.693 3.297 0.370
```

Values from the calculation:
HOMO-LUMO gap (hartree): 0.3577
Energy relative to the best compared isomer or geometry (same formula, charge and spin) (eV): 1.963
E_HOMO (eV): -8.884

The following is a DFT calculation (wB97M-V/def2-TZVPD) of C5H14N2S in the gas phase at a distorted geometry.

```
22
Properties=species:S:1:pos:R:3:nbo_charge:R:1
C 0.064 -1.974 -1.487 -0.629
C 0.359 -0.517 -1.230 -0.080
N 0.990 0.103 -2.412 -0.858
C -0.951 0.259 -0.926 -0.213
N -1.316 0.355 0.487 -0.644
C -0.486 1.217 1.310 -0.230
C -0.023 0.506 2.560 -0.502
S 1.005 1.533 3.688 -0.057
H 0.982 -2.539 -1.705 0.212
H -0.341 -2.509 -0.612 0.208
H -0.598 -2.166 -2.329 0.207
H 1.030 -0.301 -0.407 0.188
H 0.704 -0.324 -3.281 0.355
H 1.994 0.179 -2.398 0.366
H -1.782 -0.215 -1.436 0.189
H -0.832 1.269 -1.308 0.205
H -1.597 -0.536 0.878 0.363
H -1.073 2.090 1.630 0.189
H 0.370 1.601 0.766 0.187
H -0.837 0.087 3.145 0.220
H 0.658 -0.304 2.332 0.206
H 1.681 2.185 2.735 0.115
```

Values from the calculation:
HOMO-LUMO gap (hartree): 0.3410
SMILES string: C[C@@H](N)CNCCS
Energy relative to the best compared isomer or geometry (same formula, charge and spin) (eV): 0.358
E_HOMO (eV): -8.377

The following is a DFT calculation (wB97M-V/def2-TZVPD) of a molecular structure, C5H14N2S at a distorted geometry.

```
22
Properties=species:S:1:pos:R:3:nbo_charge:R:1
C 3.046 -0.261 -0.389 -0.398
C 0.622 0.450 0.405 -0.216
C -0.333 0.120 -0.780 -0.514
C -1.260 1.247 -0.894 -0.170
C -1.693 -1.784 0.845 -0.794
H 3.329 0.773 -0.442 0.195
H 3.816 -0.872 0.013 0.204
H 2.971 -0.735 -1.576 0.151
H 1.484 -1.226 0.499 0.347
H 0.113 0.424 1.330 0.198
H 0.862 1.418 0.499 0.196
H 0.095 0.222 -1.759 0.238
H -2.386 0.994 -1.645 0.196
H -0.582 2.107 -1.409 0.187
H -1.024 1.716 1.267 0.381
H -2.768 0.983 0.620 0.391
H -2.580 -1.001 0.821 0.244
H -1.624 -2.997 0.871 0.264
H -0.879 -1.461 1.689 0.221
N 1.775 -0.313 0.489 -0.617
N -1.855 1.543 0.457 -0.928
S -1.129 -1.346 -0.913 0.224
```

Values from the calculation:
HOMO-LUMO gap (hartree): 0.3248
Energy relative to the best compared isomer or geometry (same formula, charge and spin) (eV): 5.445
E_HOMO (eV): -8.105

The following is a DFT calculation (wB97M-V/def2-TZVPD) of C5H14N2S in the gas phase at a distorted geometry.

```
22
Properties=species:S:1:pos:R:3:nbo_charge:R:1
C -0.061 3.475 -0.561 -0.619
C -0.379 1.983 -0.520 -0.226
N 0.804 1.192 -0.162 -0.617
C 0.612 -0.265 -0.061 -0.074
C 1.795 -0.817 0.718 -0.230
N 2.024 -2.255 0.438 -0.832
C -0.695 -0.652 0.716 -0.541
S -1.926 -1.415 -0.380 -0.066
H -0.395 3.953 -1.473 0.216
H 0.996 3.704 -0.415 0.215
H -0.620 4.013 0.218 0.201
H -0.596 1.682 -1.553 0.193
H -1.249 1.871 0.123 0.160
H 1.202 1.595 0.685 0.347
H 0.590 -0.618 -1.094 0.197
H 2.707 -0.274 0.423 0.196
H 1.765 -0.562 1.780 0.192
H 1.669 -2.424 -0.489 0.356
H 1.576 -2.837 1.121 0.358
H -0.490 -1.449 1.429 0.217
H -1.152 0.193 1.215 0.230
H -2.980 -0.581 -0.258 0.128
```

Values from the calculation:
HOMO-LUMO gap (hartree): 0.3513
SMILES string: CCN[C@@H](CN)CS
Energy relative to the best compared isomer or geometry (same formula, charge and spin) (eV): 0.599
E_HOMO (eV): -8.729

The following is a DFT calculation (wB97M-V/def2-TZVPD) of 2 unconnected molecules or ions with the total composition C5H14N2Si at a distorted geometry.

```
22
Properties=species:S:1:pos:R:3:nbo_charge:R:1
C 1.650 -0.793 -0.039 -0.403
C 0.793 0.239 0.119 -0.168
C 0.066 3.954 0.869 -0.605
C 1.065 1.729 0.207 -0.438
C 0.037 2.484 0.994 -0.410
N -2.322 -4.271 -0.069 -1.343
N -0.481 -3.256 -1.868 -1.322
Si -0.637 -4.248 -0.474 1.097
H 1.322 -1.848 -0.055 0.199
H 2.727 -0.719 -0.125 0.183
H -0.233 -0.121 0.055 0.192
H -0.204 4.612 1.760 0.218
H -0.584 4.387 0.078 0.207
H 1.129 4.184 0.484 0.200
H 1.971 1.843 0.704 0.209
H 1.221 2.061 -0.861 0.211
H -0.931 2.135 0.696 0.196
H 0.215 2.234 2.003 0.205
H -2.802 -4.879 0.654 0.407
H -3.110 -3.996 -0.584 0.380
H 0.365 -2.894 -2.274 0.406
H -1.258 -2.837 -2.274 0.380
```

Values from the calculation:
HOMO-LUMO gap (hartree): 0.3437
Energy relative to the best compared isomer or geometry (same formula, charge and spin) (eV): 0.941
E_HOMO (eV): -8.299

The following is a DFT calculation (wB97M-V/def2-TZVPD) of C5H14N3 in the gas phase at a distorted geometry.

```
22
Properties=species:S:1:pos:R:3:lowdin_spin:R:1
C -1.592 0.707 1.624 0.002
C -0.871 -0.598 1.331 0.001
C 0.598 -0.522 0.961 0.003
C 0.753 0.131 -0.454 0.020
N 0.532 -0.964 -1.423 0.169
C 0.778 -0.962 -2.791 0.532
N 1.644 -0.001 -3.237 0.196
N -0.922 1.636 2.548 0.000
H -1.784 1.255 0.671 0.001
H -2.617 0.409 1.972 0.000
H -1.044 -1.175 2.257 0.000
H -1.468 -1.096 0.569 0.000
H 1.046 -1.509 0.830 0.002
H 1.363 0.007 1.542 0.000
H -0.024 0.913 -0.593 0.009
H 1.722 0.575 -0.452 0.001
H -0.254 -1.540 -1.124 0.002
H 0.435 -1.739 -3.491 0.046
H 1.957 0.048 -4.181 0.004
H 2.225 0.565 -2.554 0.012
H -1.006 1.353 3.510 0.000
H -1.471 2.505 2.486 0.000
```

Values from the calculation:
HOMO-LUMO gap (spin up / spin down) (hartree): 0.1971 / 0.3519
2S+1: 2
Energy relative to the best compared isomer or geometry (same formula, charge and spin) (eV): 0.272
E_HOMO (spin up / spin down) (eV): -4.312 / -8.562

The following is a DFT calculation (wB97M-V/def2-TZVPD) of a gas-phase ion, C5H14N3 (charge +1) at a distorted geometry.

```
22
Properties=species:S:1:pos:R:3:nbo_charge:R:1
C -1.682 1.319 -1.025 -0.599
C -2.066 0.727 0.326 -0.408
C -1.775 -0.768 0.437 -0.392
C -0.303 -1.023 0.795 -0.360
N 0.593 -0.690 -0.202 0.129
C 1.951 -0.444 0.143 0.144
N 2.732 -0.746 -1.021 -0.774
N 1.936 0.927 0.537 -0.777
H -0.656 0.992 -1.266 0.193
H -1.651 2.409 -1.019 0.237
H -2.343 0.959 -1.812 0.228
H -3.107 0.955 0.574 0.245
H -1.499 1.224 1.116 0.203
H -2.342 -1.204 1.253 0.240
H -2.029 -1.292 -0.486 0.231
H -0.188 -2.112 0.983 0.364
H 0.012 -0.478 1.697 0.277
H 2.288 -1.045 1.008 0.206
H 2.153 -0.997 -1.815 0.404
H 3.471 -1.419 -0.864 0.402
H 2.819 1.237 0.923 0.418
H 1.687 1.471 -0.284 0.388
```

Values from the calculation:
HOMO-LUMO gap (hartree): 0.2335
Energy relative to the best compared isomer or geometry (same formula, charge and spin) (eV): 5.181
Total charge: +1
E_HOMO (eV): -14.454

The following is a DFT calculation (wB97M-V/def2-TZVPD) of 2 unconnected molecules or ions with the total composition C5H14N3 at a distorted geometry.

```
22
Properties=species:S:1:pos:R:3:nbo_charge:R:1
C 0.337 1.524 -1.894 -0.647
C 0.349 0.060 -1.606 -0.212
C -0.460 -0.951 -2.065 -0.146
C -0.585 -2.191 -1.206 -0.640
H -0.484 1.842 -2.553 0.239
H 0.245 2.099 -0.969 0.182
H 1.314 1.821 -2.343 0.232
H 1.122 -0.195 -0.862 0.172
H -1.138 -0.916 -2.925 0.223
H 0.349 -2.417 -0.658 0.226
H -1.312 -2.027 -0.390 0.188
H -0.968 -3.087 -1.736 0.236
N 0.891 2.004 1.678 -0.679
C 0.168 0.388 1.535 0.739
N -0.956 0.530 2.349 -0.812
N 0.220 -1.148 1.277 -0.739
H 1.663 1.758 2.345 0.395
H 1.323 1.850 0.742 0.392
H -0.734 0.296 3.291 0.435
H -1.255 1.480 2.321 0.415
H 0.669 -1.315 2.164 0.394
H -0.756 -1.405 1.505 0.406
```

Values from the calculation:
HOMO-LUMO gap (hartree): 0.2042
Energy relative to the best compared isomer or geometry (same formula, charge and spin) (eV): 7.618
Total charge: +1
E_HOMO (eV): -12.180

Electronic energy values, unit hartree, following the record order: -383.28130; -383.03659; -458.90410; -856.97401; -706.57695; -706.39001; -706.56812; -597.88277; -363.07293; -362.78878; -362.69922.